Record 1
DFT (ωB97M-V with the def2-TZVPD basis set) results for a structure of composition C15H27ClIMnN2OP2 at a distorted geometry.

Structure (XYZ):
```
50
Properties=species:S:1:pos:R:3:forces:R:3:lowdin_charge:R:1
I 0.000 -0.035 -4.618 0.0 -0.4 0.2 0.7676
Mn -0.004 -0.452 -0.272 0.0 -0.7 0.9 0.4208
Cl -0.018 -2.310 -1.559 0.0 0.9 0.3 0.0555
P -2.436 -0.079 -0.176 -1.1 -0.8 -0.3 0.7724
P 2.435 -0.115 -0.179 1.1 -0.8 -0.3 0.7724
O 0.019 2.553 -5.975 0.0 -2.8 -0.8 0.0095
N -0.015 -2.519 3.370 0.0 0.2 0.0 0.1703
N -0.007 -1.014 1.756 0.0 0.0 -0.4 -0.0317
C -3.247 1.146 0.900 0.5 0.3 0.1 -0.2232
C -0.013 -0.922 5.343 0.0 0.4 0.2 0.0236
C 0.006 0.782 -7.656 0.0 0.2 -0.1 -0.0872
C 3.073 0.098 -1.869 -0.3 0.2 0.0 -0.2501
C -0.005 -0.322 2.986 0.0 -0.3 -0.5 -0.2435
C 3.264 1.096 0.898 -0.5 0.3 0.1 -0.2231
C -3.117 -1.676 0.389 0.3 -0.1 0.1 -0.2440
C -3.073 0.141 -1.866 0.3 0.2 0.0 -0.2500
C -0.010 -1.268 4.002 0.0 -0.3 -0.1 -0.1803
C -0.004 1.415 4.628 0.0 -0.5 -0.9 -0.0390
C -0.013 -2.324 2.044 0.0 1.0 0.3 -0.1368
C 3.093 -1.723 0.382 -0.3 -0.1 0.1 -0.2441
C -0.009 0.447 5.644 0.0 -0.9 -0.1 -0.0341
C 0.011 1.382 -6.275 0.0 3.2 0.2 -0.8126
C -0.002 1.034 3.273 0.0 0.7 0.4 -0.0254
H 2.998 2.109 0.570 0.2 -0.2 0.1 0.0607
H -4.199 -1.721 0.224 0.2 0.1 0.0 0.0729
H -0.889 0.175 -7.817 0.2 0.0 0.2 0.0908
H -0.015 -3.088 1.283 0.0 -0.2 0.1 0.1246
H -2.573 -0.574 -2.531 -0.2 0.1 0.1 0.0099
H -2.965 2.154 0.571 -0.2 -0.2 0.1 0.0607
H -0.002 2.464 4.895 0.0 -0.1 -0.1 0.1186
H 2.563 -0.609 -2.534 0.2 0.1 0.1 0.0098
H 2.907 0.958 1.928 0.2 0.0 -0.2 0.0467
H 4.357 0.971 0.866 -0.4 -0.1 -0.1 0.0780
H -2.623 -2.493 -0.146 -0.2 0.1 0.0 0.0296
H -2.913 -1.797 1.458 -0.1 0.1 -0.1 0.0469
H 2.823 1.110 -2.211 0.2 -0.2 0.0 0.0571
H 0.897 0.168 -7.819 -0.2 0.0 0.2 0.0910
H -2.893 1.003 1.930 -0.2 0.0 -0.2 0.0464
H 2.890 -1.843 1.452 0.1 0.1 -0.1 0.0469
H 2.586 -2.532 -0.153 0.2 0.1 0.0 0.0294
H -2.811 1.149 -2.209 -0.2 -0.2 0.0 0.0571
H 0.009 1.601 -8.384 0.0 -0.1 0.3 0.0994
H -0.020 -3.411 3.855 0.0 0.1 -0.3 0.1882
H 4.159 -0.054 -1.904 -0.2 0.0 0.1 0.0744
H 4.174 -1.783 0.215 -0.2 0.1 0.0 0.0729
H -4.341 1.039 0.867 0.4 -0.1 -0.1 0.0780
H 0.002 1.768 2.459 0.0 -0.1 0.4 0.1152
H -0.018 -1.718 6.083 0.0 0.4 0.2 0.1304
H -0.011 0.744 6.688 0.0 0.1 -0.2 0.1231
H -4.161 0.003 -1.900 0.2 0.0 0.1 0.0744
```
Positions in Å, forces in eV/Å.

## Properties
* ΔE to the lowest compared entry with this formula, charge and spin: 0.750 eV
* orbital gap (spin up / spin down): 4.461 / 6.868 eV
* HOMO level (spin up / spin down): -0.521 / -0.521 Ha
* E: -91529.7303 eV
* net charge: +2
* 2S+1: 5

***

Record 2
DFT (ωB97M-V with the def2-TZVPD basis set) results for a cluster of 2 separate species, C4H4F2N3O in total at a distorted geometry.

Structure (XYZ):
```
14
Properties=species:S:1:pos:R:3:forces:R:3:lowdin_charge:R:1
F 0.568 -1.193 -0.944 0.0 -0.2 0.6 0.0884
F -0.436 -0.058 0.637 1.3 1.1 2.6 0.1378
O -4.501 0.741 0.824 -1.6 1.1 0.4 0.2087
N -2.791 -0.458 -0.203 -1.4 0.6 0.3 0.1440
N 3.102 0.143 -0.702 1.5 -1.5 -2.3 0.3427
N 2.121 1.157 1.231 -1.5 0.8 1.8 0.2533
C -1.770 -0.953 -0.914 0.0 -1.1 -0.7 -0.0334
C -3.695 0.196 0.215 1.7 -1.2 0.0 -0.2777
C 2.683 0.620 0.258 1.0 -1.6 -3.0 -0.1946
C -0.580 -0.919 -0.307 -0.9 -0.3 -3.9 -0.3673
H -2.045 -1.402 -1.881 0.8 -0.1 0.6 0.1521
H 3.537 -0.430 -1.548 -1.4 1.8 2.8 0.2422
H 1.121 1.008 1.384 0.2 0.0 -0.1 0.1472
H 2.685 1.548 1.951 0.3 0.5 0.8 0.1566
```
Positions in Å, forces in eV/Å.

## Properties
* ΔE to the lowest compared entry with this formula, charge and spin: 0.311 eV
* orbital gap: 8.223 eV
* HOMO level: -0.453 Ha
* E: -16155.5975 eV
* net charge: +1

***

Record 3
DFT (ωB97M-V with the def2-TZVPD basis set) results for a structure of composition C32H56N2O3P2Pt at a distorted geometry.

Structure (XYZ):
```
96
Properties=species:S:1:pos:R:3:forces:R:3:lowdin_charge:R:1
Pt -0.688 1.732 -3.277 4.0 -0.2 2.5 1.2104
P -1.994 -2.120 -0.276 -0.3 -1.0 0.5 0.7823
P -0.153 2.385 1.655 -0.5 0.3 -0.2 0.7860
O 0.225 -0.920 6.903 0.1 0.0 -2.2 0.1211
O -2.016 -0.126 3.067 1.8 -1.1 0.2 0.0561
O 1.822 -2.497 2.740 -1.6 0.9 0.0 0.1197
N -0.161 -1.476 2.897 0.0 -0.4 -1.6 0.2962
N -0.829 -0.538 4.939 -0.3 -0.2 -0.7 0.2221
C 2.283 -0.140 -1.128 0.3 0.3 0.2 -0.1018
C 1.015 -1.828 3.430 2.8 -0.5 1.3 -0.3273
C 2.531 2.001 -2.560 0.2 0.5 0.2 -0.0056
C 1.604 -0.016 -4.796 -0.2 0.2 -0.4 -0.0081
C -3.636 1.832 -2.905 0.1 0.1 0.7 -0.1619
C 1.483 -1.408 4.856 -0.6 -0.4 0.0 -0.2780
C 2.801 0.363 0.164 -0.1 0.1 0.2 0.0078
C 3.479 -3.048 5.039 0.2 -0.1 -0.3 -0.0813
C 3.124 0.251 5.983 0.0 0.1 0.2 -0.0580
C -3.275 3.141 -3.638 0.1 0.4 0.2 -0.1499
C -3.436 -1.610 0.745 0.1 0.4 0.1 -0.2981
C -1.360 -3.440 0.860 0.5 0.2 0.2 -0.3058
C 1.485 -1.571 -2.751 -0.2 0.0 -0.1 -0.1156
C -2.444 0.893 -2.783 -2.0 -2.4 -1.2 -0.2774
C 2.207 0.577 -2.351 -0.4 -0.2 -0.2 -0.1568
C 1.760 -2.524 -0.348 -0.2 -0.2 -0.1 -0.0003
C 2.471 -0.222 4.694 -0.2 0.1 -0.5 -0.1702
C -1.039 -0.700 3.568 -2.1 2.4 1.9 -0.4570
C -1.056 2.797 -4.957 -1.5 2.5 -0.5 -0.2837
C 1.824 -1.465 -1.370 0.0 -0.5 0.3 -0.0970
C -2.841 -3.243 -1.475 0.1 0.2 -0.1 -0.3140
C -1.955 2.787 1.566 -0.1 -0.2 0.3 -0.3039
C -1.756 3.348 -3.790 -0.9 1.7 -2.5 -0.2640
C 0.261 -0.962 5.675 0.5 0.0 2.0 -0.3601
C -1.809 1.972 -5.982 0.7 -0.3 -0.3 -0.1649
C 0.329 2.951 3.348 0.3 -0.4 0.1 -0.2898
C -2.370 0.642 -5.405 0.4 -0.6 -0.5 -0.1517
C 1.723 -0.306 -3.353 0.3 -0.1 0.2 -0.1774
C 0.984 -2.768 -3.456 -0.2 -0.3 0.1 0.0168
C -1.874 0.288 -4.003 -2.4 -1.0 0.9 -0.2771
C 0.317 3.875 0.691 0.5 0.0 -0.2 -0.3293
C 2.137 -2.611 5.591 -0.4 -0.1 0.1 -0.1629
H 4.286 -2.364 5.325 -0.1 -0.1 -0.1 0.0750
H -2.514 2.107 2.207 -0.1 0.0 -0.1 0.0156
H 1.339 -2.161 0.601 0.1 -0.1 -0.4 0.0598
H 1.634 1.061 -4.990 0.1 -0.1 -0.1 0.0811
H 2.224 -2.362 6.658 -0.2 0.0 -0.3 0.1280
H -2.306 2.666 0.529 0.1 0.0 0.3 0.0260
H 1.301 4.216 1.013 0.1 0.1 -0.2 0.0379
H -3.463 0.607 -5.467 0.1 0.1 0.3 0.1269
H 3.416 2.121 -3.202 -0.2 0.0 0.0 0.1229
H 3.408 -3.101 3.947 0.5 -0.2 0.5 0.0617
H -0.719 -4.142 0.313 -0.1 0.1 0.1 0.0306
H -2.030 -0.170 -6.068 -0.2 0.3 0.2 0.1189
H -0.397 4.683 0.862 0.1 0.0 0.0 0.0406
H 1.795 -3.266 -4.011 -0.1 0.1 0.1 0.1256
H 1.169 -3.379 -0.693 0.2 0.2 0.1 0.0773
H 1.273 2.432 3.604 -0.5 0.4 0.0 0.0080
H 0.660 -0.401 -5.202 0.2 -0.1 0.0 0.0834
H -0.756 -2.950 1.643 -0.4 -0.6 -0.6 -0.0131
H 2.421 -0.489 -5.366 -0.2 0.1 0.2 0.1282
H 2.315 -0.149 1.003 0.1 0.1 -0.2 0.0750
H -3.970 -2.479 1.153 0.1 0.2 -0.2 0.0533
H -2.585 2.583 -6.463 0.0 -0.1 0.3 0.1313
H 2.767 -2.893 -0.095 -0.1 0.1 -0.1 0.1317
H 3.981 -0.379 6.251 -0.3 0.1 0.0 0.0805
H 0.342 3.635 -0.381 0.0 0.2 0.1 0.0031
H 2.626 1.440 0.267 0.1 -0.2 0.0 0.0708
H -3.677 3.993 -3.075 0.1 -0.3 -0.1 0.1241
H -4.463 1.303 -3.403 0.3 0.1 0.0 0.1320
H -0.264 3.469 -5.348 -0.1 -0.8 0.3 0.1297
H -2.432 0.217 -1.899 0.4 0.7 -0.4 0.0693
H -1.613 -0.145 5.447 0.1 0.0 0.1 0.1768
H -4.021 2.075 -1.903 0.3 -0.1 -0.3 0.1183
H -1.529 -0.759 -3.858 0.2 0.8 -0.1 0.1096
H 3.242 -0.536 3.974 -0.2 0.0 0.1 0.1218
H 1.922 0.608 4.221 0.1 -0.2 0.1 0.0888
H 3.494 1.273 5.843 0.0 -0.2 0.1 0.0861
H 3.717 -4.042 5.429 0.1 0.2 -0.1 0.0898
H -2.069 -3.803 -2.019 -0.2 0.1 0.0 0.0218
H -1.393 4.356 -3.481 0.0 -1.0 0.3 0.1332
H -3.528 -3.959 -1.000 0.2 0.3 -0.1 0.0545
H -3.773 3.183 -4.618 0.4 0.0 0.2 0.1238
H -4.116 -1.037 0.104 0.0 0.0 0.2 0.0328
H -3.077 -0.975 1.577 -0.4 -0.4 -0.6 0.0039
H 0.203 -2.507 -4.184 0.2 0.0 0.1 0.0919
H 3.886 0.187 0.254 -0.2 0.0 -0.1 0.1281
H -3.394 -2.623 -2.190 0.0 -0.2 0.0 0.0233
H 0.567 -3.495 -2.750 0.1 0.1 -0.2 0.0852
H -2.133 3.823 1.887 0.0 -0.3 -0.1 0.0500
H -1.113 1.739 -6.803 -0.2 0.0 0.3 0.1197
H -0.429 2.639 4.077 0.1 0.1 -0.1 0.0416
H 2.408 0.251 6.813 0.2 0.1 -0.1 0.0845
H 2.743 2.493 -1.606 0.0 0.0 -0.2 0.0883
H 1.688 2.543 -3.038 0.5 -0.1 0.1 0.0622
H 1.429 -3.450 5.517 0.1 0.2 0.1 0.1339
H -2.169 -4.006 1.345 0.1 0.2 -0.3 0.0564
H 0.507 4.026 3.444 -0.2 -0.1 -0.1 0.0490
```
Positions in Å, forces in eV/Å.

## Properties
* ΔE to the lowest compared entry with this formula, charge and spin: 1.829 eV
* orbital gap (spin up / spin down): 6.475 / 4.648 eV
* HOMO level (spin up / spin down): -0.485 / -0.485 Ha
* E: -65019.2912 eV
* net charge: +2
* 2S+1: 5